DFT (wB97M-V/def2-TZVPD) results for the ion C6H6N3S2 with charge -1 in a non-equilibrium geometry.

The geometry in XYZ format:
```
17
Properties=species:S:1:pos:R:3:forces:R:3
C -1.969 -2.184 0.164 1.1 -0.5 -0.2
C -0.934 -1.252 -0.216 0.8 0.6 -0.2
C -1.185 -3.710 0.301 -3.1 3.1 0.0
C 0.335 -1.710 -0.399 0.3 -0.4 0.0
C -3.277 -1.335 0.259 2.1 -4.0 0.3
C 2.321 -0.619 0.369 0.1 0.2 0.1
N -3.174 -0.118 0.056 1.2 0.2 -0.2
N -4.112 0.866 -0.072 -0.6 0.8 -0.1
N 1.505 -1.003 -0.770 0.0 0.4 -0.3
S -1.256 0.450 -0.434 -0.9 -0.3 0.2
S 0.433 -3.411 -0.102 -1.4 0.5 0.1
H 2.584 -1.525 0.918 0.1 0.1 0.0
H 3.236 -0.141 0.012 0.1 0.0 0.1
H 1.809 0.068 1.060 0.0 -0.1 0.0
H -3.766 1.705 0.395 0.0 -0.3 -0.2
H -4.256 1.083 -1.059 0.2 -0.1 0.2
H 1.231 -0.172 -1.293 0.1 -0.2 0.1
```
Forces are in eV/Å.

Properties
**Total charge**: -1
**HOMO level**: -3.05 eV
**Orbital gap**: 0.22224 Ha
**Energy relative to the best compared isomer or geometry (same formula, charge and spin)**: 50.3 kcal per mole

Mulliken population analysis, charges in e, atoms 1 to 4:
1. C 0.27
2. C 0.12
3. C -0.89
4. C 0.16